A 4-piece molecular cluster, C21H51B4BrN2O14 overall. Source: the Open Molecules 2025 dataset; level of theory: ωB97M-V/def2-TZVPD.

```
93
Properties=species:S:1:pos:R:3:forces:R:3:lowdin_charge:R:1
N -0.986 -4.362 8.666 -0.1 0.3 0.1 0.01
C -1.769 -4.102 7.424 0.1 0.0 0.1 -0.13
B -1.960 -2.557 7.298 -0.3 0.2 -0.3 -0.49
O -3.121 -1.938 7.761 0.0 0.0 0.0 0.31
B -3.143 -0.572 7.894 0.1 0.0 -0.1 -0.57
C -4.533 0.181 8.049 0.1 -0.1 0.0 -0.05
C -5.169 0.397 6.710 0.0 0.0 0.1 -0.78
O -6.159 -0.075 6.284 -0.1 -0.1 0.0 0.07
Br -4.119 1.604 5.556 0.1 0.1 -0.1 0.73
O -1.959 0.127 7.888 -0.1 0.0 0.2 0.26
B -0.796 -0.489 7.434 0.0 0.1 -0.4 -0.35
B 0.713 0.309 7.688 0.0 0.2 -0.2 -0.43
N 0.849 1.769 7.841 -0.3 -0.1 -0.1 0.13
O 1.830 -0.451 7.810 -0.2 -0.2 0.3 0.16
O -0.943 -1.732 6.851 0.4 -0.2 0.5 0.29
H -1.542 -4.092 9.472 0.0 -0.1 0.0 0.07
H -0.167 -3.761 8.695 0.1 -0.1 -0.1 0.07
H -2.725 -4.612 7.526 0.0 -0.1 -0.1 0.11
H -1.226 -4.546 6.590 0.0 0.0 -0.1 0.11
H -5.224 -0.429 8.632 0.0 0.1 0.0 0.13
H -4.352 1.146 8.521 -0.1 0.0 0.0 0.12
H 0.533 2.073 8.758 0.2 0.1 0.1 0.08
H 0.234 2.259 7.197 0.0 0.0 0.1 0.07
H 2.588 0.102 8.034 0.1 0.1 -0.1 0.11
C -6.495 1.615 1.583 0.1 0.0 0.1 -0.11
O -5.161 1.514 1.138 -0.1 0.0 -0.1 -0.20
C -4.745 0.167 1.022 0.0 0.0 0.0 -0.21
C -3.462 0.070 0.230 0.1 0.0 0.1 -0.20
O -3.632 0.143 -1.177 0.0 0.0 0.0 -0.13
C -3.876 1.431 -1.718 -0.1 0.0 -0.1 -0.18
C -2.646 2.306 -1.820 0.0 0.1 0.0 -0.21
O -2.340 2.879 -0.563 0.0 -0.1 0.0 -0.19
C -1.042 3.425 -0.517 -0.1 0.1 0.0 -0.10
H -6.628 1.136 2.560 0.0 0.0 0.0 0.08
H -6.732 2.674 1.673 0.0 0.0 0.0 0.09
H -7.184 1.153 0.866 0.0 0.0 0.0 0.09
H -5.523 -0.429 0.528 0.0 0.0 0.0 0.13
H -4.573 -0.251 2.025 0.0 0.0 0.0 0.13
H -3.035 -0.919 0.412 0.0 0.0 0.0 0.12
H -2.750 0.823 0.577 -0.1 0.0 0.0 0.12
H -4.657 1.954 -1.160 0.0 0.0 0.0 0.12
H -4.238 1.248 -2.732 0.0 0.0 0.0 0.13
H -2.842 3.106 -2.549 0.1 0.0 0.0 0.13
H -1.800 1.707 -2.185 0.0 0.0 0.0 0.12
H -0.278 2.656 -0.674 0.0 0.0 0.0 0.07
H -0.907 3.861 0.470 0.0 0.0 0.0 0.09
H -0.908 4.208 -1.273 0.0 0.0 0.0 0.09
C 5.967 -2.393 -0.487 0.0 -0.1 0.0 -0.12
O 4.715 -1.804 -0.232 0.0 0.1 -0.1 -0.19
C 4.825 -0.644 0.569 0.0 0.0 0.0 -0.21
C 3.533 0.142 0.556 0.0 0.0 0.1 -0.19
O 3.361 0.943 -0.600 0.0 0.0 0.0 -0.12
C 2.931 0.273 -1.776 0.0 0.0 -0.1 -0.18
C 1.453 -0.031 -1.800 0.0 -0.1 -0.1 -0.20
O 1.149 -1.170 -1.018 0.0 0.1 0.1 -0.19
C -0.226 -1.252 -0.722 0.0 -0.1 0.0 -0.11
H 6.469 -2.690 0.442 0.0 0.0 0.0 0.09
H 5.794 -3.280 -1.093 0.0 0.0 0.0 0.09
H 6.626 -1.708 -1.035 0.0 0.0 0.0 0.09
H 5.638 -0.004 0.200 0.0 0.0 0.0 0.13
H 5.057 -0.932 1.605 0.0 0.0 0.0 0.13
H 3.569 0.846 1.390 0.0 0.0 0.0 0.13
H 2.684 -0.530 0.705 0.0 0.0 0.0 0.12
H 3.509 -0.638 -1.950 0.0 0.0 0.0 0.12
H 3.132 0.966 -2.595 0.0 0.0 0.0 0.12
H 1.146 -0.207 -2.842 0.0 0.0 0.0 0.13
H 0.903 0.840 -1.422 0.0 0.0 0.0 0.11
H -0.555 -0.397 -0.119 0.0 0.0 0.0 0.08
H -0.384 -2.167 -0.154 0.0 0.0 0.0 0.09
H -0.836 -1.289 -1.633 0.0 0.0 0.0 0.09
C 5.147 0.034 -9.262 0.0 -0.1 -0.1 -0.11
O 4.027 -0.227 -8.450 0.0 0.1 0.1 -0.19
C 4.391 -0.789 -7.205 0.0 0.0 0.0 -0.21
C 3.226 -0.760 -6.242 0.0 -0.1 0.0 -0.18
O 3.021 0.500 -5.624 0.0 0.0 0.1 -0.14
C 2.404 1.508 -6.406 0.0 0.1 0.0 -0.18
C 0.908 1.344 -6.545 0.0 0.0 0.0 -0.21
O 0.595 0.365 -7.516 0.0 -0.1 0.1 -0.19
C -0.739 -0.074 -7.419 0.0 0.0 -0.1 -0.11
H 5.712 -0.881 -9.475 0.0 0.0 0.0 0.09
H 4.782 0.449 -10.200 0.0 0.0 0.0 0.09
H 5.822 0.758 -8.789 0.0 0.0 0.0 0.09
H 5.231 -0.232 -6.769 0.0 0.0 0.0 0.13
H 4.707 -1.832 -7.349 0.0 0.0 0.0 0.13
H 3.459 -1.443 -5.422 0.0 0.0 0.0 0.13
H 2.318 -1.112 -6.738 0.0 0.0 0.0 0.12
H 2.871 1.591 -7.390 -0.1 0.0 0.0 0.12
H 2.581 2.438 -5.861 0.0 0.0 0.0 0.13
H 0.470 2.309 -6.839 0.0 0.0 0.0 0.13
H 0.487 1.058 -5.571 0.0 0.0 0.0 0.12
H -0.934 -0.547 -6.449 0.0 0.0 0.0 0.09
H -0.900 -0.805 -8.209 0.0 0.0 0.0 0.09
H -1.446 0.753 -7.552 0.0 0.0 0.0 0.09
```
Positions in Å, forces in eV/Å.

Summary:
spin multiplicity: 1
total charge: 0
E: -127002.16521 eV
HOMO-LUMO gap: 9.25 eV
LUMO: 0.10 eV

One molecule with the formula C4H11NS. Source: the Open Molecules 2025 dataset; level of theory: ωB97M-V/def2-TZVPD.

```
17
Properties=species:S:1:pos:R:3:forces:R:3:lowdin_charge:R:1
C -1.629 -0.234 0.653 2.9 -1.2 -0.6 -0.39
C 0.895 0.867 1.061 0.4 -0.3 -2.3 -0.48
C -2.465 -1.193 -0.136 -1.8 0.7 1.6 -0.21
C 2.272 1.243 0.729 2.5 0.3 1.5 -0.21
N 0.791 0.104 -1.635 -0.3 -0.2 2.1 -0.15
S 0.035 -0.107 0.092 -0.9 -0.4 0.2 0.94
H -1.884 0.760 0.604 -1.2 2.4 0.1 0.00
H 0.402 1.363 1.803 -1.6 0.7 1.9 0.03
H -2.362 -0.986 -1.153 -0.5 0.5 -2.1 0.02
H -3.607 -1.127 0.174 2.5 -0.4 -0.5 0.12
H -2.010 -2.143 -0.033 -0.3 -1.5 0.4 0.03
H 2.471 1.274 -0.299 0.0 0.0 -1.7 0.01
H 2.947 0.381 1.083 -0.2 1.6 0.0 0.09
H 2.630 2.308 1.074 -0.8 -2.3 0.0 0.11
H 0.318 0.849 -2.123 -0.3 0.2 0.0 0.02
H 0.772 -0.747 -2.173 -0.3 -0.4 -0.1 0.01
H 0.407 -1.444 0.145 -0.1 0.3 -0.5 0.06
```
Positions in Å, forces in eV/Å.

Summary:
spin multiplicity: 1
total charge: 0
E: -16645.24050 eV
energy above the lowest of the compared OMol25 structures with the same formula, charge and spin: 632.2 kJ/mol
HOMO-LUMO gap: 7.64 eV
LUMO: 0.57 eV

A 4-piece molecular cluster, C2H12O3S2 overall. Source: the Open Molecules 2025 dataset; level of theory: ωB97M-V/def2-TZVPD.

```
19
Properties=species:S:1:pos:R:3:forces:R:3:lowdin_charge:R:1
C 2.211 -0.865 -0.707 -1.3 -0.3 0.7 -0.41
S 1.559 -1.286 0.965 0.7 -0.1 -0.2 0.41
S -0.431 -1.165 0.768 -1.2 -0.1 -0.1 0.40
C -0.955 -2.422 -0.461 0.8 0.1 -0.1 -0.43
H 1.713 0.010 -1.116 0.3 0.3 0.2 0.01
H 1.856 -1.703 -1.297 0.8 -0.2 -0.4 0.01
H 3.282 -0.789 -0.559 0.1 -0.1 -0.4 0.03
H -1.914 -2.131 -0.881 -0.1 0.2 0.1 0.03
H -1.012 -3.455 -0.130 0.0 0.1 0.4 0.03
H -0.206 -2.372 -1.248 -0.2 -0.1 -0.2 0.01
H -0.950 1.426 -1.308 -0.1 0.7 0.9 0.00
H -1.084 0.343 -2.287 0.7 0.2 -0.1 0.05
O -0.408 0.944 -1.923 -0.5 -0.7 -0.8 -0.07
H -1.361 3.756 0.449 0.3 0.7 0.4 0.03
H -1.830 2.729 1.571 0.5 0.5 -0.4 0.04
O -1.747 2.911 0.622 -0.7 -1.3 -0.2 -0.05
H 0.821 1.658 1.951 0.5 0.4 -0.6 0.01
H 0.090 0.744 2.804 -0.2 -0.1 0.4 -0.01
O 0.366 1.666 2.787 -0.3 -0.3 0.2 -0.07
```
Positions in Å, forces in eV/Å.

Summary:
spin multiplicity: 1
total charge: 0
E: -30081.49797 eV
energy above the lowest of the compared OMol25 structures with the same formula, charge and spin: 70.6 kJ/mol
HOMO-LUMO gap: 9.12 eV
LUMO: 0.59 eV